C2H6NS as an isolated structure in a non-equilibrium geometry, computed with ωB97M-V with the def2-TZVPD basis set.

Cartesian coordinates (Å):
1 C 0.560 -0.975 -0.131
2 C -0.107 1.273 -0.086
3 N -0.582 -0.128 0.285
4 S 2.019 0.187 0.249
5 H 0.709 -1.859 0.375
6 H 0.360 -1.292 -1.107
7 H -0.112 1.422 -1.210
8 H -0.417 2.064 0.546
9 H -1.481 -0.430 -0.187
10 H -0.948 -0.262 1.268

Its gap between HOMO and LUMO is 8.11 eV. The calculation puts the strongest force on any atom at 0.0898 hartree/bohr. The charge is +1. The value obtained for the energy is -14486.4930 eV. The energy above the lowest of the compared OMol25 structures with the same formula, charge and spin comes out at 51.24 kcal/mol.

Just the Mulliken charges please, in e? Sure, here they are: C -0.523; C -0.520; N -0.262; S 0.054; H 0.438; H 0.376; H 0.322; H 0.358; H 0.377; H 0.380